{
  "formula": "C3H7N3O2",
  "method": "wB97M-V/def2-TZVPD",
  "symbols": ["C", "C", "C", "N", "N", "N", "O", "O", "H", "H", "H", "H", "H", "H", "H"],
  "coordinates": [[-0.28865, -0.32144, -0.00777], [0.10919, 0.95640, 0.06293], [-1.67671, -0.99916, -0.06712], [0.87592, -1.42618, -0.33854], [2.23251, 0.24763, -0.39213], [-0.80141, 2.02627, 0.32437], [1.38469, 1.32060, 0.08085], [2.05297, -0.86097, 0.30152], [-1.32064, -2.02975, -0.27167], [-2.09269, -1.05838, 1.00192], [-2.34180, -0.54135, -0.70157], [0.84282, -2.13945, 0.38863], [3.21213, 0.60625, -0.09788], [-1.65318, 1.50795, 0.12695], [-0.53516, 2.71158, -0.41047]],
  "forces_ev_per_angstrom": [[1.376, -2.379, -1.173], [-1.218, -1.301, 1.037], [3.474, -0.921, 3.853], [-1.432, 1.770, 1.856], [3.406, 2.631, -1.502], [1.531, -0.892, -1.099], [1.064, 0.655, 0.489], [-0.504, -0.517, 0.479], [-1.261, 0.386, -0.576], [0.289, 0.214, -1.506], [-1.591, 0.570, -1.737], [-1.279, -0.526, -0.163], [-2.171, -0.630, -0.454], [-0.647, 1.183, -0.131], [-1.038, -0.241, 0.628]],
  "lowdin_charge": [-0.17, -0.43, -0.05, 0.05, -0.05, 0.12, -0.01, -0.15, 0.07, 0.10, 0.03, 0.10, 0.18, 0.07, 0.11],
  "gap_ev": 8.97,
  "fmax_ev_per_a": 5.3,
  "smiles": "Cc1[nH]o[nH]oc1N",
  "de_lowest_kcal_mol": 185.14
}

{
  "formula": "C51H65BrGeIN4O2S2Tl",
  "method": "wB97M-V/def2-TZVPD",
  "symbols": ["Tl", "C", "C", "C", "C", "C", "C", "C", "C", "C", "C", "C", "C", "N", "C", "C", "N", "C", "C", "C", "C", "C", "C", "C", "C", "C", "C", "C", "C", "H", "H", "H", "H", "H", "H", "H", "H", "H", "H", "H", "H", "H", "H", "H", "H", "H", "H", "H", "H", "H", "H", "H", "H", "H", "H", "H", "H", "H", "H", "H", "H", "H", "H", "H", "H", "Br", "C", "C", "C", "C", "C", "C", "I", "H", "H", "H", "H", "O", "O", "N", "S", "C", "C", "C", "C", "C", "C", "C", "C", "C", "C", "C", "C", "H", "H", "H", "H", "H", "H", "H", "H", "H", "H", "H", "C", "Ge", "C", "C", "C", "H", "H", "H", "H", "H", "H", "H", "H", "H", "H", "H", "S", "C", "C", "N", "C", "H", "H", "H"],
  "coordinates": [[-0.54224, 0.03269, -1.24770], [3.46450, -0.29971, 4.44305], [2.29495, -0.00632, 5.40006], [1.85360, 1.46529, 5.28367], [1.11410, -0.95538, 5.23301], [0.79964, -1.79112, 6.29554], [-0.28927, -2.64919, 6.25894], [-1.13990, -2.59620, 5.16725], [-0.90808, -1.73864, 4.09770], [-1.98597, -1.53961, 3.05332], [-2.96086, -2.71613, 2.97725], [-2.77178, -0.26456, 3.40205], [0.28136, -0.96030, 4.07808], [0.74216, -0.32121, 2.94700], [0.41169, 0.63341, 2.20443], [1.22554, 1.24040, 1.03426], [0.40439, 2.00488, 0.14457], [0.96165, 3.24622, -0.18625], [1.56181, 3.54902, -1.43826], [2.09016, 4.81500, -1.67820], [2.09218, 5.81068, -0.71524], [1.50656, 5.53958, 0.50923], [0.92821, 4.30290, 0.77654], [0.22111, 4.12911, 2.10802], [-0.82950, 5.22419, 2.32667], [1.19660, 4.10334, 3.28841], [1.65267, 2.53437, -2.55434], [3.09160, 2.28688, -3.00566], [0.76024, 2.94912, -3.72563], [4.19916, 0.51328, 4.49354], [3.13996, -0.40535, 3.40377], [3.96969, -1.23086, 4.72742], [2.65277, -0.14884, 6.42313], [1.65777, 1.72624, 4.24382], [2.64244, 2.12905, 5.65305], [0.94688, 1.65257, 5.86683], [1.43931, -1.77462, 7.17335], [-0.49021, -3.32843, 7.08066], [-2.01540, -3.23589, 5.15385], [-1.52008, -1.41326, 2.07401], [-3.61446, -2.73769, 3.85694], [-2.43071, -3.67146, 2.91336], [-3.58987, -2.62147, 2.09355], [-3.19901, -0.35749, 4.40572], [-3.59166, -0.10619, 2.69021], [-2.12615, 0.61798, 3.40425], [-0.43914, 1.29098, 2.45897], [1.91434, 1.93121, 1.57272], [2.53811, 5.02309, -2.64564], [2.53477, 6.77972, -0.91817], [1.49083, 6.31411, 1.27170], [-0.28906, 3.17034, 2.05737], [-0.35543, 6.18607, 2.55060], [-1.48764, 4.97318, 3.16744], [-1.44319, 5.35129, 1.43494], [1.71709, 5.06397, 3.37487], [1.94652, 3.31968, 3.15974], [0.66635, 3.91941, 4.23060], [1.29922, 1.59126, -2.16146], [3.55787, 3.18779, -3.42221], [3.10594, 1.50586, -3.77253], [3.69268, 1.94483, -2.15809], [1.08313, 3.91256, -4.13884], [-0.27857, 3.05175, -3.39378], [0.78817, 2.20219, -4.52220], [-0.96219, -0.47924, -7.31752], [0.12916, -2.05700, -7.06693], [0.08756, -2.99724, -8.09305], [0.87308, -4.13866, -7.98047], [1.67909, -4.31063, -6.85979], [1.68013, -3.34972, -5.85146], [0.90445, -2.19028, -5.93794], [0.41757, -0.92975, -3.77902], [-0.54604, -2.84274, -8.96049], [0.84890, -4.89179, -8.76092], [2.30056, -5.19904, -6.77358], [2.30656, -3.50180, -4.97133], [2.02475, 0.37145, 0.22370], [2.86987, -0.57783, 0.94840], [0.42261, -1.87515, 0.04454], [0.36959, -3.21807, -0.70165], [0.05001, -4.50552, 0.56043], [-1.01409, -5.37456, 0.37942], [-1.36233, -6.25656, 1.40045], [-0.64516, -6.25359, 2.58942], [0.41556, -5.36709, 2.76537], [0.75942, -4.48581, 1.75314], [2.03035, -3.81190, -1.12932], [2.16122, -5.08566, -1.67467], [3.42404, -5.56855, -1.97932], [4.54247, -4.76958, -1.75439], [4.39142, -3.48952, -1.23898], [3.12779, -2.99348, -0.92307], [1.31759, -1.51770, 0.53447], [-1.57795, -5.34939, -0.55067], [-2.19787, -6.93486, 1.27072], [-0.92542, -6.92759, 3.39236], [0.96345, -5.35349, 3.69982], [1.56026, -3.76124, 1.89041], [1.27999, -5.69677, -1.84691], [3.54014, -6.56474, -2.38962], [5.53240, -5.15121, -1.98185], [5.26108, -2.86318, -1.07483], [3.00091, -1.99195, -0.49307], [-2.33968, -3.54100, -3.43326], [-3.33198, -2.07562, -2.56122], [-3.80553, -0.75187, -3.94195], [-5.06331, -2.97794, -2.13549], [-2.58006, -1.27141, -0.98371], [-2.60964, -3.57062, -4.49364], [-2.62157, -4.49988, -2.98109], [-1.25825, -3.42376, -3.36348], [-4.43356, -1.22271, -4.70504], [-2.90976, -0.35365, -4.43010], [-4.36248, 0.08149, -3.49829], [-5.51184, -3.41455, -3.03645], [-5.77964, -2.27410, -1.69552], [-4.89159, -3.78241, -1.41058], [-2.27381, -2.04413, -0.27625], [-3.32628, -0.62153, -0.51306], [-4.10744, 3.79205, 0.33589], [-4.12891, 3.64443, -1.37240], [-3.33390, 2.61128, -1.74766], [-2.71270, 1.94340, -0.71799], [-3.00986, 2.45774, 0.42678], [-4.71522, 4.31155, -1.98742], [-3.17157, 2.28462, -2.76901], [-2.64089, 2.10253, 1.38299]],
  "forces_ev_per_angstrom": [[-0.168, -0.279, -0.095], [-0.017, -0.127, 0.071], [-0.073, 0.130, -0.393], [0.075, -0.273, -0.012], [-0.038, 0.165, -0.042], [-0.008, -0.059, -0.019], [-0.026, -0.007, -0.007], [0.069, -0.066, 0.111], [0.180, 0.267, -0.040], [-0.016, -0.057, 0.059], [0.105, -0.030, -0.086], [-0.021, 0.040, -0.138], [-0.189, 0.051, 0.377], [0.343, -0.394, -0.441], [-0.060, 0.171, 0.097], [0.660, 0.006, -0.033], [-0.335, -0.901, 0.153], [0.013, 0.316, -0.075], [-0.084, -0.003, 0.117], [0.032, 0.075, 0.077], [-0.035, -0.061, -0.035], [0.021, -0.060, -0.024], [-0.015, -0.086, -0.057], [0.100, 0.169, 0.015], [-0.029, -0.051, 0.058], [-0.038, 0.028, -0.052], [0.061, 0.155, -0.038], [0.072, -0.040, 0.027], [-0.023, -0.046, -0.006], [-0.056, -0.102, -0.007], [-0.014, 0.117, -0.034], [-0.069, 0.093, -0.007], [-0.003, -0.051, 0.063], [0.015, -0.127, 0.242], [-0.025, -0.031, -0.064], [0.030, 0.000, -0.029], [0.009, 0.009, -0.040], [0.014, 0.040, -0.025], [0.062, 0.088, 0.017], [0.081, 0.005, -0.096], [0.024, -0.043, -0.090], [-0.038, 0.059, -0.032], [-0.060, 0.044, -0.070], [-0.010, -0.012, -0.029], [0.112, 0.005, 0.042], [-0.087, -0.091, -0.008], [-0.048, -0.141, -0.082], [0.082, -0.235, 0.053], [-0.012, -0.060, 0.024], [-0.003, -0.009, 0.000], [-0.034, -0.036, -0.004], [-0.067, 0.018, -0.043], [-0.053, -0.052, -0.026], [0.073, 0.026, -0.034], [-0.057, 0.007, -0.013], [-0.012, -0.055, -0.025], [-0.045, 0.242, -0.002], [0.060, 0.024, -0.074], [-0.052, -0.092, 0.033], [-0.045, -0.053, 0.012], [0.010, 0.055, 0.049], [-0.034, 0.023, -0.074], [-0.047, -0.059, 0.030], [0.050, 0.019, -0.041], [-0.001, 0.003, 0.025], [-0.110, 0.086, -0.023], [0.338, -0.372, -0.026], [-0.012, 0.034, -0.005], [-0.044, 0.066, 0.012], [0.053, 0.019, 0.087], [0.007, 0.007, -0.142], [-0.233, 0.107, 0.305], [0.179, 0.191, -0.339], [0.029, -0.013, 0.038], [0.001, 0.039, -0.001], [-0.042, 0.046, 0.015], [-0.081, -0.029, -0.065], [-0.490, 0.272, 0.170], [-0.505, 0.130, 0.092], [0.926, 1.332, 0.621], [0.239, -0.715, 0.273], [-0.060, 0.089, -0.119], [-0.024, -0.022, -0.076], [0.092, 0.017, 0.022], [-0.046, 0.014, -0.038], [-0.024, -0.002, -0.024], [0.107, 0.081, 0.078], [-0.092, -0.038, -0.086], [-0.033, -0.010, 0.013], [-0.018, 0.055, 0.017], [-0.028, 0.055, 0.038], [-0.016, -0.065, -0.042], [-0.143, 0.134, -0.008], [-0.657, -0.836, -0.407], [0.051, 0.016, 0.099], [0.012, 0.030, -0.007], [0.027, 0.028, -0.048], [-0.026, 0.029, -0.003], [-0.092, -0.039, -0.010], [0.058, 0.013, 0.008], [-0.024, 0.017, -0.014], [-0.046, 0.028, -0.018], [-0.062, -0.004, 0.013], [0.147, -0.041, 0.083], [0.099, -0.057, 0.102], [-0.284, -0.145, -0.232], [0.086, 0.130, 0.008], [-0.055, 0.072, 0.102], [0.402, 0.447, 0.287], [0.022, 0.003, 0.076], [0.010, 0.097, -0.036], [-0.074, 0.016, -0.027], [0.052, 0.047, 0.047], [-0.077, -0.059, 0.065], [0.031, -0.091, -0.036], [0.067, 0.052, 0.082], [0.075, -0.082, -0.055], [-0.022, 0.086, -0.074], [-0.042, -0.032, 0.123], [0.015, -0.121, -0.013], [0.128, -0.038, 0.053], [-0.081, 0.041, 0.090], [0.018, -0.115, 0.058], [0.026, 0.234, -0.236], [-0.255, 0.171, -0.060], [0.096, -0.100, 0.028], [0.040, 0.014, 0.143], [0.056, 0.020, -0.182]],
  "lowdin_charge": [0.57, -0.06, -0.36, -0.07, -0.14, -0.07, -0.11, -0.07, -0.13, -0.36, -0.08, -0.06, -0.14, 0.15, -0.06, -0.43, -0.04, -0.18, -0.13, -0.07, -0.11, -0.07, -0.14, -0.38, -0.08, -0.07, -0.43, -0.06, -0.08, 0.07, 0.05, 0.07, 0.11, 0.03, 0.08, 0.08, 0.10, 0.09, 0.09, 0.11, 0.07, 0.07, 0.07, 0.08, 0.08, 0.05, 0.10, 0.14, 0.10, 0.08, 0.10, 0.08, 0.06, 0.07, 0.06, 0.08, 0.06, 0.07, 0.00, 0.06, 0.07, 0.09, 0.07, 0.07, 0.04, 0.58, -0.73, -0.18, -0.14, -0.13, -0.17, -0.46, 0.67, 0.08, 0.08, 0.08, 0.08, -0.30, -0.34, -0.39, 0.93, -0.36, -0.09, -0.10, -0.11, -0.08, -0.06, -0.36, -0.09, -0.10, -0.11, -0.07, -0.05, 0.02, 0.10, 0.10, 0.09, 0.10, 0.13, 0.11, 0.09, 0.09, 0.10, 0.08, -0.24, 0.68, -0.23, -0.25, -0.43, 0.02, 0.00, -0.05, 0.01, -0.02, 0.00, 0.00, 0.00, 0.00, -0.07, -0.05, 0.97, -0.42, -0.23, -0.04, -0.46, 0.06, 0.11, 0.06],
  "gap_ev": [4.53, 4.54],
  "fmax_ev_per_a": 1.7,
  "de_lowest_kcal_mol": 31.89,
  "charge": -2
}